Entry from the OMol25 dataset: C19H27F6MnN4O3PS as an isolated structure (wB97M-V/def2-TZVPD).

The total energy is -3674.97631 a.u. The value obtained for the energy above the lowest of the compared OMol25 structures with the same formula, charge and spin is 1.3 kcal/mol. The gap between HOMO and LUMO (spin up / spin down) is 7.74 / 6.29 eV. The calculation puts the HOMO energy (spin up / spin down) at -8.31 / -8.74 eV. As for the charge: 0. Its spin multiplicity is 6.

Geometry (Å):
Mn  -0.413  -0.661  0.871
C  0.743  -4.247  2.819
C  0.890  -2.920  2.140
O  -0.172  -2.384  1.745
C  2.204  -2.395  1.964
C  2.565  -1.234  1.323
C  4.000  -0.836  1.211
N  1.622  -0.426  0.785
N  2.054  0.665  0.185
C  1.003  1.374  -0.293
O  -0.192  0.970  -0.208
C  1.289  2.656  -0.956
C  2.593  3.013  -1.293
C  2.828  4.204  -1.959
C  1.767  5.043  -2.278
C  0.469  4.697  -1.923
C  0.227  3.504  -1.263
H  -0.219  -4.293  3.324
H  1.554  -4.437  3.518
H  0.763  -5.025  2.051
H  3.003  -2.996  2.375
H  4.639  -1.595  1.654
H  4.160  0.118  1.714
H  4.274  -0.691  0.166
H  3.408  2.354  -1.028
H  3.839  4.484  -2.226
H  1.954  5.975  -2.795
H  -0.351  5.364  -2.153
H  -0.774  3.224  -0.963
C  -2.243  -0.999  -2.638
N  -0.926  -0.548  -3.030
C  -0.740  0.757  -3.654
C  0.769  0.783  -3.913
N  1.226  -0.184  -2.926
C  0.228  -0.999  -2.515
S  0.438  -2.334  -1.515
H  -2.910  -0.917  -3.496
H  -2.627  -0.408  -1.805
H  -2.178  -2.037  -2.321
H  -1.042  1.546  -2.959
H  -1.330  0.840  -4.566
H  1.204  1.767  -3.747
H  1.006  0.450  -4.927
H  2.182  -0.453  -2.778
C  -3.396  -2.925  0.905
C  -3.042  -1.514  1.341
C  -4.247  -0.591  1.375
O  -2.092  -0.977  0.425
H  -4.074  -3.393  1.622
H  -2.498  -3.535  0.819
H  -3.891  -2.901  -0.069
H  -2.599  -1.543  2.344
H  -4.688  -0.520  0.377
H  -3.954  0.405  1.701
H  -5.007  -0.974  2.059
F  0.189  -0.356  3.339
P  -0.470  1.136  3.673
F  0.671  1.786  2.725
F  -1.614  0.406  4.519
F  0.466  1.273  4.950
F  -1.392  0.899  2.296
F  -1.145  2.557  3.885